Entry 1:
Computed, not measured: a cluster of 12 separate species, C34H98N6O12 in total in a non-equilibrium geometry, with ωB97M-V/def2-TZVPD.

Computed properties:
2S+1	1
HOMO	-0.322	Ha
DFT total energy	-2585.40183	Ha
relative energy (zero: lowest compared OMol25 entry of this formula, charge and spin)	237.8	kJ/mol
HOMO-LUMO gap	0.3373	Eh

```
150
C34H98N6O12 (ωB97M-V/def2-TZVPD)
C -4.29 0.10 0.97
O -4.27 -0.83 2.05
C -3.25 -1.80 1.87
C -3.69 -2.93 0.88
C -5.03 -3.56 1.18
N -2.66 -3.95 0.78
H -3.36 0.24 0.41
H -4.70 1.03 1.36
H -5.01 -0.23 0.21
H -2.27 -1.36 1.69
H -3.28 -2.36 2.81
H -3.73 -2.38 -0.08
H -5.84 -2.87 1.45
H -4.97 -4.24 2.04
H -5.42 -4.17 0.37
H -1.82 -3.63 0.31
H -2.94 -4.75 0.23
C -2.77 5.86 -1.77
O -3.51 5.80 -0.57
C -2.84 5.15 0.50
C -3.49 5.49 1.84
C -3.39 6.99 2.21
N -2.90 4.72 2.91
H -2.61 4.89 -2.26
H -1.76 6.27 -1.64
H -3.35 6.49 -2.45
H -2.83 4.07 0.35
H -1.79 5.47 0.46
H -4.54 5.18 1.81
H -3.80 7.58 1.39
H -2.35 7.26 2.43
H -3.99 7.20 3.10
H -2.52 5.24 3.68
H -3.57 4.06 3.30
C -0.94 1.50 1.98
O -0.75 0.62 0.90
C 0.42 -0.16 0.86
C 0.67 -0.65 -0.56
C -0.24 -1.83 -0.93
N 2.04 -1.04 -0.77
H -1.70 2.26 1.79
H 0.00 1.95 2.32
H -1.28 0.96 2.86
H 1.23 0.55 1.11
H 0.51 -0.99 1.58
H 0.50 0.19 -1.24
H -1.29 -1.54 -0.86
H -0.04 -2.57 -0.15
H -0.11 -2.28 -1.91
H 2.30 -1.69 -0.01
H 2.68 -0.27 -0.58
C 7.16 0.92 0.07
O 5.90 0.38 -0.31
C 5.51 -0.75 0.47
C 6.05 -2.02 -0.16
C 5.60 -2.24 -1.60
N 5.66 -3.20 0.66
H 6.98 1.48 0.99
H 7.51 1.54 -0.75
H 7.96 0.18 0.15
H 5.77 -0.69 1.53
H 4.43 -0.80 0.31
H 7.15 -2.03 -0.11
H 4.60 -1.83 -1.70
H 5.65 -3.31 -1.81
H 6.27 -1.72 -2.28
H 6.04 -4.01 0.19
H 6.05 -3.18 1.59
C -0.36 -4.77 -5.13
O -0.13 -4.54 -3.75
C 0.92 -5.39 -3.26
C 2.29 -5.26 -3.93
C 3.20 -6.37 -3.35
N 2.89 -3.99 -3.63
H -0.32 -5.85 -5.32
H 0.40 -4.26 -5.73
H -1.31 -4.36 -5.46
H 1.00 -5.22 -2.19
H 0.57 -6.41 -3.43
H 2.22 -5.50 -5.00
H 2.87 -7.37 -3.62
H 3.29 -6.28 -2.27
H 4.21 -6.27 -3.76
H 2.22 -3.26 -3.89
H 3.70 -3.82 -4.22
C -2.12 -2.66 7.43
O -2.58 -1.44 6.92
C -2.31 -1.26 5.56
C -2.88 0.03 5.05
C -2.16 1.32 5.42
N -4.34 0.22 5.41
H -2.40 -3.53 6.82
H -2.32 -2.79 8.49
H -1.02 -2.68 7.48
H -1.22 -1.14 5.41
H -2.62 -2.09 4.91
H -2.91 -0.06 3.96
H -2.51 2.20 4.88
H -1.09 1.31 5.18
H -2.35 1.57 6.46
H -4.72 -0.62 4.97
H -4.32 0.09 6.42
C -1.89 -1.48 -4.04
C -3.31 -1.24 -3.53
C -4.05 -0.22 -4.39
O -4.07 -2.44 -3.50
H -1.44 -2.30 -3.50
H -1.38 -0.53 -3.87
H -1.93 -1.72 -5.11
H -3.27 -0.93 -2.47
H -5.08 -0.12 -4.07
H -4.09 -0.61 -5.41
H -3.55 0.74 -4.51
H -3.51 -3.10 -3.08
C 0.60 7.11 1.17
C 1.44 6.14 2.02
C 1.30 4.66 1.68
O 2.83 6.44 1.81
H 1.22 7.93 0.81
H -0.32 7.48 1.62
H 0.13 6.74 0.25
H 1.25 6.27 3.08
H 1.58 4.54 0.63
H 0.24 4.41 1.78
H 1.92 4.04 2.32
H 2.96 7.38 1.69
C 3.94 2.47 -1.82
O 3.83 1.06 -1.74
H 4.96 2.78 -2.05
H 3.35 2.96 -2.60
H 3.64 2.86 -0.84
H 4.59 0.73 -1.20
C 2.18 -4.32 0.22
O 2.84 -3.58 1.22
H 2.40 -3.96 -0.79
H 2.46 -5.38 0.24
H 1.12 -4.28 0.48
H 3.79 -3.45 1.03
C 1.39 -0.06 -4.05
O 1.59 -1.39 -3.63
H 1.38 0.01 -5.15
H 0.43 0.39 -3.79
H 2.19 0.64 -3.80
H 1.99 -1.31 -2.74
C -0.03 3.24 -1.81
O 0.45 4.49 -2.28
H -0.77 3.39 -1.02
H -0.56 2.66 -2.57
H 0.74 2.62 -1.35
H 0.97 4.94 -1.62
```

Entry 2:
Computed, not measured: a structure of composition C31H7F15GeMgN2O6S, with ωB97M-V/def2-TZVPD.

Computed properties:
2S+1	1
HOMO	-0.126	Ha
DFT total energy	-5920.00522	Ha
relative energy (zero: lowest compared OMol25 entry of this formula, charge and spin)	23.4	kJ/mol
charge	-2
HOMO-LUMO gap	0.2650	Eh

```
64
C31H7F15GeMgN2O6S (ωB97M-V/def2-TZVPD)
Mg 0.99 1.30 -2.82
O 3.63 1.28 -5.89
C 2.80 1.04 -5.02
O 2.30 1.84 -4.17
C 2.27 -0.39 -4.92
C 2.69 -1.38 -5.79
C 2.15 -2.65 -5.66
C 1.21 -2.88 -4.67
C 0.85 -1.84 -3.84
N 1.37 -0.62 -3.96
H 3.43 -1.13 -6.54
H 2.46 -3.45 -6.32
H 0.76 -3.86 -4.54
H 0.14 -1.96 -3.03
O 1.94 4.73 3.30
C 0.87 4.40 2.74
O -0.29 4.40 3.19
C 1.02 3.85 1.31
C 2.26 3.43 0.84
C 2.35 2.82 -0.39
N 1.28 2.61 -1.16
C 0.10 3.05 -0.75
C -0.08 3.67 0.48
C -1.08 2.74 -1.70
O -2.21 3.06 -1.37
O -0.74 2.15 -2.79
H 3.13 3.58 1.47
H 3.29 2.45 -0.77
H -1.06 3.98 0.80
F -0.86 -2.17 3.71
C -0.58 -3.08 2.77
C -0.38 -2.71 1.45
C -0.13 -3.77 0.58
F 0.03 -3.58 -0.73
C -0.07 -5.09 0.99
F 0.16 -6.07 0.11
C -0.26 -5.40 2.32
F -0.20 -6.68 2.73
C -0.51 -4.39 3.22
F -0.71 -4.68 4.52
Ge -0.37 -0.78 0.83
S 0.86 -0.60 -0.88
C -2.28 -0.37 0.42
C -3.05 -1.29 -0.27
F -2.58 -2.51 -0.57
C -4.34 -1.01 -0.69
F -5.07 -1.93 -1.34
C -4.88 0.23 -0.42
F -6.13 0.51 -0.82
C -4.14 1.18 0.25
F -4.67 2.37 0.50
C -2.85 0.87 0.65
F -2.17 1.81 1.28
C 0.17 0.26 2.43
C -0.72 0.70 3.41
F -2.01 0.33 3.38
C -0.33 1.49 4.48
F -1.22 1.87 5.40
C 1.00 1.84 4.62
F 1.39 2.55 5.67
C 1.92 1.40 3.69
F 3.21 1.69 3.83
C 1.49 0.62 2.62
F 2.45 0.18 1.80
```

Entry 3:
Computed, not measured: a structure of composition C28H36As2SiTi in a non-equilibrium geometry, with ωB97M-V/def2-TZVPD.

Computed properties:
2S+1	3
HOMO (spin up / spin down)	-0.232 / -0.235	Ha
DFT total energy	-6698.94960	Ha
HOMO-LUMO gap (spin up / spin down)	0.2399 / 0.2399	Eh

```
68
C28H36As2SiTi (ωB97M-V/def2-TZVPD)
C -2.32 -2.27 0.59
C -1.01 -2.50 1.12
C -0.82 -1.63 2.26
H -0.30 -3.23 0.76
C -2.03 -0.89 2.46
C -2.96 -1.31 1.44
H -4.01 -1.06 1.42
H -2.78 -2.76 -0.26
H 0.03 -1.64 2.93
H -2.21 -0.19 3.26
Ti -1.15 -0.32 0.56
C 4.56 -0.98 -0.46
H 4.15 -1.18 0.55
H 5.66 -1.15 -0.41
H 4.15 -1.72 -1.17
Si 1.36 -0.92 -0.41
C 1.33 -1.35 -2.22
C 0.44 -2.34 -2.69
H -0.30 -2.78 -2.02
C 0.51 -2.76 -4.02
H -0.18 -3.53 -4.38
C 1.45 -2.19 -4.89
H 1.50 -2.53 -5.92
C 2.30 -1.18 -4.44
H 3.02 -0.71 -5.12
C 2.24 -0.75 -3.11
H 2.90 0.05 -2.76
C 2.06 -2.42 0.51
C 2.39 -3.61 -0.17
H 2.23 -3.69 -1.25
C 2.93 -4.69 0.54
H 3.20 -5.60 -0.01
C 3.14 -4.60 1.92
H 3.53 -5.45 2.47
C 2.84 -3.41 2.60
H 3.02 -3.32 3.67
C 2.33 -2.32 1.90
H 2.12 -1.38 2.43
H 2.25 0.22 -0.12
H 4.31 0.06 -0.77
C -4.34 1.70 1.33
As -3.00 1.27 -0.04
C -4.21 1.15 -1.53
C -2.41 3.15 -0.21
C -3.22 4.17 -0.68
C -2.75 5.50 -0.64
C -1.48 5.78 -0.12
C -0.67 4.74 0.38
C -1.13 3.43 0.33
As -0.10 1.91 1.12
C -0.25 2.44 2.99
C 1.69 2.56 0.67
H -4.89 0.78 1.54
H -4.99 2.48 0.92
H -3.81 2.05 2.22
H -4.99 1.90 -1.39
H -3.62 1.32 -2.43
H -4.61 0.14 -1.50
H -4.20 3.95 -1.10
H -3.38 6.30 -1.03
H -1.09 6.80 -0.13
H 0.32 4.96 0.80
H -1.31 2.44 3.30
H 0.31 1.69 3.56
H 0.19 3.44 3.11
H 1.78 3.62 0.93
H 1.85 2.42 -0.40
H 2.42 1.96 1.24
```

Entry 4:
Computed, not measured: an isolated molecule of C5H9NO in a non-equilibrium geometry, with ωB97M-V/def2-TZVPD.

Computed properties:
2S+1	1
HOMO	-0.287	Ha
DFT total energy	-325.85930	Ha
relative energy (zero: lowest compared OMol25 entry of this formula, charge and spin)	205.4	kJ/mol
HOMO-LUMO gap	0.3183	Eh

```
16
C5H9NO (ωB97M-V/def2-TZVPD)
C 1.84 -1.23 -0.01
N 1.14 -0.59 -0.89
C 0.34 0.40 -0.36
C 0.93 1.79 -0.37
C -0.90 0.15 0.12
C -1.56 -1.20 0.06
O -1.65 1.16 0.68
H 1.81 -1.02 1.08
H 2.52 -2.04 -0.33
H 0.70 2.28 -1.32
H 2.02 1.75 -0.25
H 0.54 2.41 0.45
H -1.57 -1.65 1.06
H -1.06 -1.89 -0.62
H -2.59 -1.10 -0.28
H -2.49 0.79 0.99
```

Entry 5:
Computed, not measured: a structure of composition BrHNO3S, with ωB97M-V/def2-TZVPD.

Computed properties:
2S+1	1
HOMO (spin up / spin down)	-0.199 / -0.118	Ha
DFT total energy	-3253.23449	Ha
relative energy (zero: lowest compared OMol25 entry of this formula, charge and spin)	241.1	kJ/mol
charge	-1
HOMO-LUMO gap (spin up / spin down)	0.3169 / 0.2052	Eh

```
7
BrHNO3S (ωB97M-V/def2-TZVPD)
N 2.83 0.67 -0.46
O -2.28 0.91 0.31
O -1.43 -1.24 1.14
O -1.83 -0.95 -1.27
S -1.58 -0.33 0.02
Br 1.04 0.86 0.00
H 3.25 0.08 0.26
```

Q: Which of these has the highest 2S+1?
A: C28H36As2SiTi